The following is a quantum chemistry calculation of a molecular structure, C41H32CaCl2F3NO7SSb, from the Open Molecules 2025 dataset.

Calculated values
- Total charge: -1
- Multiplicity: 1
- Gap between HOMO and LUMO: 7.762 eV

CARTESIAN COORDINATES (ANGSTROEM)
1 Ca -0.76342 1.92111 2.36543
2 C -1.03743 0.25558 6.69183
3 C -1.32394 0.34680 5.20454
4 O -0.76271 1.26776 4.60313
5 C -2.22514 -0.62099 4.59357
6 C -2.60982 -1.74270 5.36489
7 C -3.44947 -2.71973 4.90079
8 C -3.97087 -2.59027 3.60181
9 C -3.64198 -1.52003 2.82149
10 C -2.74828 -0.48997 3.25828
11 O -2.48875 0.46453 2.44854
12 H -0.45961 1.13179 6.97230
13 H -0.45343 -0.63874 6.91707
14 H -1.95663 0.20849 7.27523
15 H -2.21264 -1.85061 6.36521
16 H -3.70369 -3.56978 5.51988
17 H -4.63996 -3.34893 3.21015
18 H -4.03058 -1.41137 1.81625
19 Cl 5.08076 -2.66385 1.48579
20 C 3.52317 -3.42795 1.59452
21 C 3.49059 -4.71917 2.09804
22 C 2.28314 -5.33761 2.36036
23 C 1.10466 -4.64296 2.13557
24 C 1.14721 -3.36921 1.60576
25 Cl -0.35372 -2.53559 1.35727
26 C 2.35507 -2.71832 1.26815
27 N 2.31092 -1.45778 0.72074
28 C 3.19891 -0.91374 -0.20904
29 C 3.75485 -1.75949 -1.17694
30 C 4.65050 -1.29905 -2.12003
31 C 4.99775 0.04257 -2.12927
32 C 4.40764 0.89035 -1.21036
33 C 3.49565 0.46245 -0.24368
34 C 2.92333 1.61063 0.58150
35 C 1.82701 1.52969 1.63422
36 O 1.66980 2.50751 2.38907
37 O 0.98569 0.56994 1.60553
38 H 4.42895 -5.21240 2.31332
39 H 2.25970 -6.34268 2.76059
40 H 0.14051 -5.07877 2.35933
41 H 1.62777 -0.78609 1.10799
42 H 3.47261 -2.80631 -1.15891
43 H 5.07167 -1.98514 -2.84465
44 H 5.69879 0.43145 -2.85720
45 H 4.64232 1.94940 -1.24466
46 H 2.45863 2.28581 -0.14919
47 H 3.74023 2.19120 1.00972
48 F -2.25932 5.57417 -0.71542
49 C -2.39880 5.34537 0.59138
50 F -3.43461 4.51851 0.76376
51 F -2.68648 6.50090 1.19457
52 S -0.85326 4.61539 1.27608
53 O 0.12245 5.64025 1.09213
54 O -0.69293 3.39490 0.48728
55 O -1.19468 4.24503 2.64288
56 C 2.81426 2.60828 -3.80250
57 C 1.94105 3.32284 -2.99290
58 C 0.89879 2.67198 -2.34606
59 C 0.71414 1.29799 -2.50588
60 C 1.59971 0.58943 -3.31375
61 C 2.64383 1.24101 -3.95948
62 Sb -0.87406 0.37352 -1.40576
63 C -2.44798 1.47167 -2.33908
64 C -2.43006 1.87652 -3.67257
65 C -3.46791 2.63537 -4.19505
66 C -4.53611 3.00215 -3.38575
67 C -4.56305 2.60961 -2.05586
68 C -3.52323 1.84764 -1.53622
69 C -0.95530 -1.42901 -2.55437
70 C -1.94190 -1.70679 -3.49559
71 C -1.96058 -2.92491 -4.16494
72 C -0.98842 -3.87966 -3.90204
73 C -0.00069 -3.61526 -2.96243
74 C 0.00951 -2.40168 -2.28817
75 H 3.63029 3.11747 -4.30153
76 H 2.07463 4.38932 -2.85572
77 H 0.23717 3.23907 -1.70012
78 H 1.48712 -0.48034 -3.44450
79 H 3.32869 0.67060 -4.57604
80 H -1.58856 1.61123 -4.30431
81 H -3.43946 2.94957 -5.23171
82 H -5.34157 3.60253 -3.79125
83 H -5.38483 2.90606 -1.41553
84 H -3.54705 1.55932 -0.48960
85 H -2.70433 -0.96717 -3.71521
86 H -2.73671 -3.12538 -4.89400
87 H -1.00273 -4.82891 -4.42362
88 H 0.75874 -4.35670 -2.74429
89 H 0.77858 -2.21971 -1.54073



The following is a quantum chemistry calculation of a molecular structure, C38H37F4MoN6O2, from the Open Molecules 2025 dataset.

Calculated values
- Total charge: -1
- Multiplicity: 3
- Gap between HOMO and LUMO (spin up / spin down): 5.085 / 5.366 eV

CARTESIAN COORDINATES (ANGSTROEM)
1 Mo -0.07486 -0.56311 0.32145
2 O -0.96199 -1.71752 4.25429
3 C -0.94067 -1.42916 3.05460
4 N -0.20718 -0.51608 2.41925
5 C 0.63660 0.33573 3.25350
6 C 2.10372 0.06355 3.06068
7 C 2.89790 -0.27096 4.11242
8 C 4.26895 -0.59582 3.96554
9 C 4.75951 -0.61937 2.64525
10 C 3.96481 -0.27343 1.59648
11 N 2.64076 0.11462 1.76207
12 C -1.87075 -2.19030 2.11853
13 C -2.78875 -3.08036 2.64021
14 C -3.63197 -3.75448 1.77136
15 C -3.49928 -3.52767 0.41162
16 C -2.54304 -2.62713 -0.03129
17 N -1.74624 -1.95280 0.80277
18 H 0.40256 1.37187 3.00037
19 H 0.39952 0.14603 4.30297
20 H 2.42524 -0.31891 5.08495
21 H 4.88469 -0.85712 4.81136
22 H 5.77511 -0.92570 2.42827
23 H 4.33226 -0.30504 0.58535
24 H -2.80179 -3.20992 3.71287
25 H -4.37552 -4.44533 2.14803
26 H -4.12327 -4.02836 -0.31550
27 H -2.38963 -2.45398 -1.08526
28 C 0.30554 -4.03102 0.21750
29 N 1.05939 -2.84343 0.61696
30 C 1.68029 -3.09909 1.92200
31 C 2.09867 -2.58068 -0.37961
32 C 1.52365 -2.25522 -1.75078
33 N 0.31399 -1.42620 -1.66941
34 C -0.33364 -1.22974 -2.85521
35 C -1.68089 -0.80287 -2.90948
36 F -2.36794 -0.57905 -1.76761
37 C -2.37482 -0.59197 -4.08101
38 F -3.66031 -0.19105 -3.98382
39 C -1.81144 -0.77574 -5.32751
40 C -0.49514 -1.18307 -5.31487
41 F 0.16151 -1.35857 -6.48680
42 C 0.21966 -1.39347 -4.14946
43 F 1.53978 -1.67903 -4.33150
44 H 0.99064 -4.87918 0.07113
45 H -0.22868 -3.84276 -0.71094
46 H -0.41428 -4.29594 0.99121
47 H 2.28157 -4.01891 1.87959
48 H 0.91413 -3.21833 2.68634
49 H 2.32324 -2.26951 2.20022
50 H 2.76398 -3.45555 -0.48380
51 H 2.70046 -1.76105 0.00350
52 H 1.30077 -3.18968 -2.28377
53 H 2.33579 -1.77566 -2.30693
54 H -2.35536 -0.59497 -6.23965
55 N -0.82709 0.96788 -0.16301
56 C -1.29427 2.11839 -0.52511
57 C -1.38831 2.44273 -1.96032
58 C -0.43614 1.94795 -2.85779
59 C -0.51890 2.20696 -4.21595
60 C -1.56480 2.96636 -4.72492
61 C -2.52355 3.45944 -3.84875
62 C -2.43581 3.20416 -2.48815
63 C -1.69257 3.05425 0.54355
64 C -1.92160 2.58148 1.84293
65 C -2.25572 3.44379 2.87247
66 C -2.37029 4.81136 2.64651
67 C -2.13111 5.29754 1.36897
68 C -1.79480 4.43407 0.33663
69 H 0.36763 1.33376 -2.46936
70 H 0.23254 1.80052 -4.88268
71 H -1.63552 3.16458 -5.78643
72 H -3.35788 4.03747 -4.22756
73 H -3.20900 3.57636 -1.82807
74 H -1.81490 1.52090 2.03736
75 H -2.42060 3.04314 3.86526
76 H -2.63528 5.48430 3.45205
77 H -2.19229 6.36167 1.17348
78 H -1.57778 4.84232 -0.64309
79 C 2.44234 2.91457 1.37582
80 O 1.41086 1.99750 1.08258
81 C 1.81882 0.68025 0.64563
82 C 2.67148 0.87648 -0.60103
83 H 3.29945 2.43883 1.86501
84 H 2.02665 3.65817 2.05861
85 H 2.79449 3.43388 0.47588
86 H 2.10289 1.53220 -1.26003
87 H 2.87082 -0.04432 -1.14877
88 H 3.63302 1.36355 -0.40015



The following is a quantum chemistry calculation of a molecular structure, C4H3LiOY at a distorted geometry, from the Open Molecules 2025 dataset.

Calculated values
- Total charge: +1
- Multiplicity: 1
- Gap between HOMO and LUMO: 6.359 eV

CARTESIAN COORDINATES (ANGSTROEM)
1 C 0.72468 0.79768 -2.09102
2 C -0.37768 1.58280 -1.83057
3 H 1.48273 1.23535 -2.78829
4 H -0.43114 2.61046 -2.23094
5 Y 0.51839 -2.53468 2.77423
6 C 0.78642 -0.83751 1.16990
7 C -0.42469 -0.31420 1.18123
8 O -1.60036 -0.13818 1.40982
9 H 1.73452 -0.46072 0.79626
10 Li -2.41287 -1.94098 1.60938



The following is a quantum chemistry calculation of a single C5H10O2 molecule, from the Open Molecules 2025 dataset.

Calculated values
- Multiplicity: 1
- Gap between HOMO and LUMO: 10.669 eV
- Structure (SMILES): OC[C@H]1CCOC1

CARTESIAN COORDINATES (ANGSTROEM)
1 O -1.46945 -1.95389 0.75378
2 C -1.10647 -1.23252 -0.41119
3 C -0.51069 0.08576 0.04073
4 C 0.78487 -0.10724 0.81160
5 C 1.38864 1.27622 0.71654
6 O 1.37783 1.38373 -0.72055
7 C 0.03698 1.00655 -1.08611
8 H -1.80047 -2.81875 0.48358
9 H -0.34512 -1.77606 -0.99349
10 H -1.97920 -1.06324 -1.05970
11 H -1.27046 0.62117 0.62646
12 H 0.77146 -0.70288 1.72210
13 H 1.46125 -0.57517 0.09244
14 H 2.39164 1.32834 1.15655
15 H 0.78780 2.10657 1.11391
16 H 0.02489 0.49316 -2.05813
17 H -0.54350 1.92826 -1.18852



The following is a quantum chemistry calculation of a molecular structure, B3F12K at a distorted geometry, from the Open Molecules 2025 dataset.

Calculated values
- Total charge: -2
- Multiplicity: 1
- Gap between HOMO and LUMO: 8.885 eV

CARTESIAN COORDINATES (ANGSTROEM)
1 K 1.42697 -1.00443 -1.18412
2 B -1.20136 0.78446 -2.70250
3 F -0.22114 -0.04258 -3.17168
4 F -1.45296 1.82806 -3.51525
5 F -2.30414 0.00250 -2.68866
6 F -0.82356 1.25402 -1.43306
7 B 2.60506 1.25637 1.63710
8 F 2.23695 0.04855 2.27591
9 F 3.87535 1.64023 2.09806
10 F 2.56480 1.16920 0.32122
11 F 1.71928 2.21054 2.00483
12 B -1.70982 -1.84896 1.26245
13 F -3.00407 -1.93509 0.76882
14 F -1.17027 -2.95338 1.78153
15 F -0.77841 -1.48052 0.29092
16 F -1.76262 -0.92896 2.25449



Number 1: E -127876.54187 eV. Number 2: E -65768.51782 eV. Number 3: E -7476.74169 eV. Number 4: E -9441.04214 eV. Number 5: E -50986.86048 eV.